[1]
79
Properties=species:S:1:pos:R:3:forces:R:3 method="wB97M-V/def2-TZVPD" s2=6.082 gap_ev="7.77 / 5.86" multiplicity=5 largest_force_ev_per_a=0.49 e_above_lowest_kcal_mol=30.10 homo_energy_ev="-7.7603 / -8.2603" total_charge=0
Pt -0.0962 0.2653 1.4301 -0.17 0.22 -0.40
O 3.1647 -4.3437 1.3706 -0.02 0.00 -0.03
C 2.9510 -4.1378 0.0645 0.02 -0.03 0.02
C 3.5602 -5.0286 -0.8249 -0.02 0.04 0.01
C 3.4087 -4.8806 -2.1855 0.00 0.00 -0.02
C 2.6444 -3.8362 -2.7035 0.01 -0.01 0.04
C 2.0321 -2.9650 -1.8292 -0.04 0.06 0.00
C 2.1560 -3.0914 -0.4418 0.02 -0.01 0.00
C 1.4591 -2.1232 0.4383 0.19 -0.08 0.11
O 0.6499 -1.2896 -0.0765 -0.29 -0.12 -0.03
N 1.7414 -2.1888 1.7290 -0.04 0.09 -0.01
N 1.0564 -1.2797 2.4676 0.27 0.25 0.21
C 1.4835 -1.1063 3.6782 -0.14 -0.10 -0.14
C 0.8295 -0.3082 4.6681 0.04 0.10 0.17
C 1.5792 0.0770 5.7856 -0.01 -0.05 -0.14
C 1.0286 0.8293 6.7926 -0.10 0.05 0.03
C -0.3401 1.2105 6.7450 0.07 0.00 0.04
C -1.1194 0.8461 5.7005 0.04 -0.05 -0.05
C -0.5866 0.0677 4.5979 0.02 0.01 -0.09
O -1.3257 -0.2682 3.6530 -0.08 -0.10 0.18
H 2.7211 -3.6094 1.8607 -0.01 0.03 0.00
H 4.1584 -5.8261 -0.4071 0.01 -0.02 0.01
H 3.8954 -5.5784 -2.8543 0.01 -0.01 -0.01
H 2.5388 -3.7077 -3.7716 -0.01 0.00 -0.03
H 1.4470 -2.1411 -2.2152 -0.02 -0.03 0.02
H 2.4125 -1.5991 3.9550 -0.04 -0.06 0.03
H 2.6265 -0.1928 5.8205 0.01 0.01 0.01
H 1.6407 1.1447 7.6258 0.01 0.00 0.01
H -0.7536 1.7994 7.5536 0.00 0.00 0.00
H -2.1636 1.1193 5.6402 -0.02 0.00 -0.01
C -1.0767 3.4888 0.3842 -0.03 -0.03 0.04
P -1.7199 1.9687 1.1322 0.08 -0.03 0.03
C -3.2854 1.6697 0.2320 0.02 0.01 -0.02
C -2.4055 2.4994 2.7239 -0.05 0.04 0.01
H -1.7908 4.3018 0.5278 -0.02 0.00 -0.01
H -0.9282 3.3329 -0.6827 0.07 0.00 -0.06
H -0.1154 3.7519 0.8316 -0.02 -0.02 0.01
H -3.8959 2.5744 0.2620 0.00 0.00 0.01
H -3.8347 0.8595 0.7112 0.02 -0.02 0.03
H -3.1220 1.4018 -0.8099 0.01 -0.01 -0.04
H -3.1343 3.2929 2.5434 0.01 0.00 0.03
H -1.5995 2.8580 3.3575 0.01 0.01 0.01
H -2.8914 1.6513 3.2038 0.00 -0.01 -0.01
O 3.1181 1.9566 3.2742 -0.18 0.08 -0.24
Se 1.9900 2.2763 2.1686 0.00 -0.08 0.12
O 1.9142 1.0228 1.0156 -0.06 0.22 -0.03
O 0.4431 2.0821 2.8317 0.30 -0.15 0.02
O 2.0759 3.6920 1.3919 0.00 -0.22 0.14
C -1.6382 0.7576 -4.8203 0.02 -0.10 -0.02
C -1.9537 1.1911 -3.3894 -0.03 0.21 0.05
C -1.9875 2.7142 -3.2902 -0.02 -0.02 -0.01
Sb -0.6890 0.2665 -1.8657 -0.01 -0.16 0.28
C -1.5279 -1.7452 -1.8740 -0.03 0.07 -0.21
C -2.5542 -1.8545 -0.7522 0.03 0.04 0.07
C -2.1376 -2.1549 -3.2083 0.03 -0.08 -0.01
C 1.3837 0.6339 -2.3455 0.03 -0.04 -0.09
C 1.7391 0.3237 -3.7933 0.07 -0.04 0.05
C 1.6924 2.0794 -1.9694 -0.01 -0.01 -0.02
H -2.5080 0.9527 -5.4536 0.00 0.02 -0.02
H -1.3909 -0.2984 -4.9249 -0.01 0.07 0.01
H -0.8114 1.3357 -5.2258 0.10 0.04 -0.01
H -2.9391 0.8063 -3.1093 0.00 -0.05 0.00
H -1.0071 3.1488 -3.4882 0.03 0.01 0.00
H -2.3189 3.0627 -2.3142 -0.02 0.01 0.05
H -2.6773 3.1234 -4.0327 -0.02 -0.02 -0.03
H -0.6762 -2.3746 -1.6523 0.08 -0.07 0.08
H -3.4405 -1.2517 -0.9634 -0.02 0.05 0.01
H -2.1533 -1.5577 0.2191 0.03 0.00 -0.05
H -2.8824 -2.8936 -0.6738 -0.01 -0.01 0.00
H -2.9117 -1.4688 -3.5556 0.00 0.01 0.03
H -2.6127 -3.1306 -3.0782 -0.01 -0.03 -0.02
H -1.3912 -2.2636 -3.9958 0.01 0.03 0.01
H 1.8925 -0.0477 -1.6645 -0.01 0.11 0.02
H 1.2835 1.0348 -4.4787 -0.07 0.04 -0.06
H 1.4631 -0.6854 -4.1038 -0.01 -0.02 0.00
H 2.8222 0.4188 -3.9072 0.01 -0.02 -0.01
H 1.1101 2.7837 -2.5673 -0.03 0.03 -0.04
H 2.7463 2.2776 -2.1779 0.03 0.00 0.02
H 1.5342 2.2777 -0.9100 0.00 -0.02 -0.04

=====

[2]
120
Properties=species:S:1:pos:R:3:forces:R:3 method="wB97M-V/def2-TZVPD" gap_ev=1.95 largest_force_ev_per_a=2.75 e_above_lowest_kcal_mol=0.00 homo_energy_ev=-7.5624 total_charge=+1
C 1.0613 -1.1154 -0.8056 -0.28 0.28 -0.55
C 1.4732 0.2952 -0.4209 0.47 -0.23 -0.63
O 0.3251 1.0992 -0.1413 0.41 0.46 -0.18
C 0.5540 2.0922 0.8163 -0.88 -0.95 -0.62
C 1.8057 2.8344 0.4972 0.63 0.85 1.07
C 2.1673 4.0029 1.4352 0.09 -0.36 -0.53
C 3.6446 4.3412 1.3828 -0.92 0.33 2.57
N 4.4503 3.6834 2.2862 -0.28 0.87 0.21
O 0.5369 1.3672 2.0946 -0.08 -0.20 -0.18
S -0.9490 0.7511 2.1958 0.00 -0.28 0.68
O -1.4000 1.0690 3.5082 -0.11 0.11 -0.03
O -1.0349 -0.6070 1.7951 0.17 0.14 -0.38
O -1.6680 1.6837 1.0879 0.31 -0.11 0.92
C -0.7881 2.8398 0.9589 0.03 1.17 -0.16
C -1.1654 3.7442 -0.2042 -0.49 -0.71 -1.00
C -1.0675 3.2311 -1.6458 0.00 -0.05 -0.08
C -2.1810 2.2721 -2.0734 0.14 0.22 -0.31
Br -1.4929 0.7313 -3.0470 -0.05 -0.12 0.09
C -0.9035 3.7385 2.2235 -0.06 -0.04 0.13
C -2.2830 3.7603 2.9035 0.15 0.15 0.08
C -2.1340 4.0353 4.4033 -0.34 0.32 -0.53
C -3.3729 4.6734 5.0076 -0.11 -0.15 0.07
S -3.6517 6.4089 4.5322 0.35 0.25 -0.17
C -4.7076 6.1981 3.1641 -0.44 -0.27 0.64
N -5.9165 5.7580 3.2471 -0.06 0.01 -0.32
N -6.3977 5.6959 1.9421 -0.04 -0.06 -0.03
C -5.4451 6.1203 1.1979 -0.09 -0.12 0.02
O -4.3383 6.4534 1.8900 0.35 0.22 -0.15
H 1.4216 -1.7918 -0.0277 -0.10 0.12 0.29
H -0.0087 -1.2125 -0.9754 -0.13 -0.01 0.12
H 1.5432 -1.3517 -1.7631 0.04 -0.09 -0.05
H 2.0305 0.7458 -1.2418 -0.08 0.15 -0.04
H 2.1681 0.2074 0.4128 -0.26 0.03 0.24
H 1.7251 3.2225 -0.5164 -0.16 -0.12 -0.13
H 2.6813 2.1837 0.4925 -0.33 -0.31 -0.07
H 1.9300 3.7436 2.4685 0.02 -0.08 0.10
H 1.6111 4.9039 1.1882 -0.06 0.07 -0.04
H 3.7837 5.4164 1.4424 0.56 0.07 -1.01
H 4.0560 3.9861 0.1071 0.82 0.76 -1.12
H 3.9677 3.3014 3.0931 -0.07 -0.84 -0.39
H 5.1938 4.2712 2.6391 0.39 -0.19 -0.31
H -2.2001 4.0634 -0.0582 -0.02 0.16 0.25
H -0.5519 4.6402 -0.1515 0.12 0.03 0.23
H -0.1039 2.7830 -1.8623 0.12 -0.07 0.16
H -1.1290 4.1074 -2.2909 0.01 0.09 -0.04
H -2.7955 1.9212 -1.2536 0.09 -0.22 0.10
H -2.8077 2.7503 -2.8162 -0.24 0.04 0.09
H -0.7066 4.7661 1.9256 0.21 0.06 -0.05
H -0.1518 3.4968 2.9683 0.02 -0.30 0.04
H -2.8750 4.5470 2.4430 -0.12 0.01 -0.09
H -2.8066 2.8202 2.7912 -0.14 -0.03 -0.16
H -1.9633 3.0773 4.8888 0.31 0.05 0.21
H -1.2907 4.7124 4.5391 0.15 -0.09 0.31
H -4.2754 4.1221 4.7537 -0.10 -0.03 0.01
H -3.3146 4.7043 6.0931 0.05 0.01 0.09
H -5.4201 6.2152 0.1285 -0.05 0.08 -0.08
Be 1.8178 -3.4423 -1.0618 0.25 -0.11 0.37
O 2.8465 -1.5931 1.5492 -0.48 -0.29 -0.14
H 1.9906 -1.4793 1.9871 0.07 -0.22 0.14
C 3.2286 -7.8806 -1.4781 -0.12 0.03 0.08
N 3.4702 -6.7567 -2.4216 0.00 0.09 0.01
O 2.5788 -5.9529 -2.5959 -0.08 -0.10 -0.06
O 4.5598 -6.7092 -2.9578 -0.02 -0.14 0.06
H 2.2252 -7.7817 -1.0834 -0.02 0.04 -0.01
H 3.3488 -8.8033 -2.0369 0.08 -0.01 0.00
H 3.9743 -7.8073 -0.6925 0.06 -0.03 -0.04
Cl 4.8111 4.6877 -1.0479 -0.50 -0.61 0.49
C -3.0222 -2.0234 -0.5242 0.05 -0.29 -0.27
C -4.3907 -2.4644 -0.0488 0.15 0.39 0.50
O -5.3529 -2.6867 -1.1048 -0.37 -0.03 -0.41
C -5.3786 -3.9659 -1.7351 0.12 0.47 0.73
O -5.5719 -4.9416 -0.8431 -1.67 -0.14 -0.44
C -4.2409 -4.2029 -2.7477 0.02 -0.03 0.03
F -3.9915 -3.0920 -3.4439 0.01 -0.01 -0.02
F -4.6468 -5.1466 -3.6174 0.02 -0.07 0.01
F -3.1173 -4.6147 -2.1772 0.01 -0.13 0.01
H -3.1024 -1.3282 -1.3598 -0.03 0.10 0.06
H -2.4896 -1.5392 0.2917 -0.05 0.04 0.03
H -2.4128 -2.8649 -0.8470 0.02 0.01 -0.02
H -4.8258 -1.6509 0.5324 -0.15 -0.02 -0.07
H -4.3375 -3.3287 0.6146 -0.04 -0.15 -0.18
H -6.2501 -3.8086 -2.4537 -0.14 0.05 -0.26
Ca -7.7259 -4.3773 -0.8360 2.09 -0.22 1.24
N 5.3961 -5.8632 -5.6657 0.08 0.06 -0.22
C 6.6051 -6.1279 -6.2444 -0.04 -0.02 -0.02
C 7.0727 -4.9643 -6.7962 0.00 0.03 0.01
C 6.1042 -3.9567 -6.5357 0.03 -0.01 0.00
C 5.0839 -4.5452 -5.8349 -0.04 -0.01 0.01
H 4.8250 -6.5295 -5.1828 0.05 0.04 0.15
H 7.0299 -7.1163 -6.2147 0.02 0.00 -0.01
H 8.0033 -4.8476 -7.3254 0.01 0.00 0.00
H 6.1522 -2.9213 -6.8284 0.00 0.01 -0.01
H 4.1668 -4.1399 -5.4435 0.00 0.01 0.01
C -9.4745 -5.2402 4.9675 0.01 -0.07 0.15
C -9.3720 -6.5644 4.2345 -0.24 0.06 0.12
O -9.2000 -6.1256 2.8774 0.32 -0.09 0.00
C -8.6138 -4.9208 2.9229 -0.11 -0.07 0.09
O -8.0974 -4.3905 1.9737 -0.09 0.14 -1.10
O -8.6612 -4.3873 4.1340 -0.01 0.01 0.06
F -10.4932 -7.2952 4.3248 -0.04 0.07 -0.12
H -10.4976 -4.8659 4.9746 -0.04 -0.07 -0.07
H -9.0903 -5.2692 5.9813 0.21 0.11 -0.07
H -8.5181 -7.1805 4.5160 -0.01 -0.05 -0.04
C 5.0637 -0.2672 0.7740 0.31 0.41 -0.09
C 5.0499 0.6503 -0.4182 0.15 -0.11 0.14
O 4.2272 1.5602 -0.5420 0.20 0.05 0.01
N 5.9759 0.4585 -1.3804 0.02 -0.04 -0.03
C 7.0204 -0.5487 -1.4290 -0.07 0.17 -0.18
H 4.2588 -0.0003 1.4533 0.00 -0.12 -0.09
H 4.9031 -1.3021 0.4750 -0.02 0.03 0.11
H 6.0163 -0.1873 1.3009 0.10 -0.05 -0.05
H 5.9075 1.1105 -2.1466 0.01 0.00 -0.02
H 7.9998 -0.0712 -1.4759 0.04 -0.05 0.05
H 6.9002 -1.1733 -2.3148 0.02 -0.07 0.04
H 6.9804 -1.1803 -0.5490 -0.03 0.00 0.02
C 6.5720 7.9259 -2.0058 0.03 -0.03 -0.02
Cl 5.8883 8.8198 -0.6398 0.00 -0.05 0.03
Cl 6.1622 8.6670 -3.5553 0.01 -0.02 -0.01
H 7.6498 7.9161 -1.9020 0.02 0.07 0.00
H 6.1760 6.9179 -1.9893 -0.07 0.02 0.02